[1]
DFT (ωB97M-V with the def2-TZVPD basis set) results for a structure of composition C45H62Ge2N5O5S3Ti in a non-equilibrium geometry.

Geometry as XYZ:
```
123
Properties=species:S:1:pos:R:3:forces:R:3:mulliken_charge:R:1
C 1.085161 3.814013 -5.287297 0.0 0.0 0.0 -0.844
H -3.304040 -2.331665 -7.836780 0.0 0.0 0.0 0.420
H 2.188187 5.229882 0.136834 0.1 0.0 0.0 0.389
H 3.746229 1.763027 -2.299555 -0.2 0.1 0.0 -0.041
C 0.336615 -1.310287 -2.915468 -0.4 0.4 0.4 -1.212
C 2.906064 2.780478 1.431953 0.0 0.1 -0.1 0.632
H 1.025373 3.134123 -6.127972 0.0 0.0 0.0 0.463
H 4.356525 1.056492 7.027815 0.0 0.0 0.0 0.431
C 3.584116 3.566861 0.293508 0.1 -0.1 0.1 -1.157
C -1.598707 -1.438090 -4.462943 -0.1 -0.1 -0.2 0.616
H -2.438795 2.176106 -2.551981 0.2 0.1 0.0 0.528
H -3.253798 -3.402244 -0.608192 0.0 -0.1 0.0 0.120
H 4.012667 0.990193 -3.850355 0.0 0.0 0.0 0.453
H -4.126411 -2.907614 -2.054563 0.0 -0.1 0.0 0.260
H -3.532598 -1.792156 -3.605151 0.0 -0.1 -0.1 0.099
H -0.941014 4.034084 1.044139 0.0 0.1 -0.1 0.362
Ge 1.521245 -0.875288 -1.356052 1.3 -1.1 -1.6 2.240
C -1.494925 -1.707840 -6.862556 0.1 0.0 0.0 -0.858
H -0.715232 -6.910618 0.021934 0.0 0.0 0.0 0.427
S 2.720582 0.142717 2.556597 0.9 1.0 0.6 0.309
C -0.968422 -1.118028 -3.163721 -0.2 0.2 0.6 0.629
C -0.578347 -6.053552 2.014731 0.1 -1.8 0.6 0.259
H -4.940681 -2.925209 -0.498750 0.0 -0.1 0.0 0.460
H 2.991980 -2.981853 -1.616919 -0.1 0.1 -0.2 0.709
H 2.206016 -2.405339 1.289903 0.0 -0.1 0.1 -0.133
Ti 0.053444 -0.136294 0.556908 0.2 0.6 1.0 -0.430
C -0.372888 -2.372471 2.432026 0.0 0.3 0.1 -0.819
C 3.635177 0.707580 5.042719 0.1 -0.2 -0.2 -0.582
C 0.996798 5.184006 -5.483998 0.0 0.0 0.0 -0.508
H 2.378252 1.430009 -3.369347 0.8 -0.5 0.4 -0.535
H 3.771578 -2.064893 0.534601 0.0 0.0 0.1 0.270
C -3.392223 3.341110 2.156615 0.1 0.0 0.1 -1.779
H -2.865950 3.296231 4.837389 0.0 0.0 0.0 0.446
C -0.375158 -7.596744 3.658800 0.4 -0.6 2.2 0.090
N -0.436163 -6.327379 3.319745 -0.3 0.7 -0.9 -0.290
C 1.246904 3.306460 -4.006949 -0.4 0.2 -0.1 -0.269
H 3.201518 4.959939 -1.299284 0.0 0.1 0.1 0.630
H 1.312318 2.239994 -3.842385 -0.5 0.5 -0.3 0.296
H 4.394464 4.172558 0.704100 0.1 -0.1 0.0 0.489
H 1.009771 7.114983 -4.547445 0.0 0.0 0.0 0.404
S 0.004679 -7.906420 5.472618 0.1 0.2 -0.9 1.163
H 1.873845 2.551411 1.159722 -0.1 0.0 0.0 -0.649
H 3.951786 1.020793 0.739531 0.0 0.0 0.1 0.366
C 2.610912 0.970458 4.141951 -0.2 -0.4 0.1 0.584
H -2.339991 0.951061 1.597051 -0.1 0.1 -0.1 0.291
H -0.557560 -9.248673 0.895916 0.0 0.1 -0.1 0.426
H -4.604012 -2.400570 -5.730942 0.0 0.0 0.0 0.438
H -4.494528 -0.625156 -0.860344 0.1 0.1 0.1 0.820
C 2.499721 2.067312 6.660272 0.0 0.0 0.0 -0.656
H 0.905126 -1.769609 -3.726304 0.1 0.0 0.0 0.532
H 0.159061 -1.094307 -5.655688 0.0 0.0 0.0 0.443
Ge -2.238520 -0.272947 -1.853433 -1.3 0.0 -1.2 0.735
C -0.803799 -2.787142 0.194519 0.0 0.2 -0.1 -1.608
H 1.284842 6.228056 -2.274472 -0.1 0.0 0.0 0.440
C 3.650229 1.477386 1.686526 -0.4 -0.4 -0.3 -0.929
H 4.528740 1.625993 2.313748 0.1 -0.2 0.0 0.710
H 2.445813 2.488954 7.654640 0.0 0.0 0.0 0.433
C 1.308387 4.172444 -2.921836 -0.2 -0.2 0.2 0.195
H -0.197791 -1.636325 3.205937 0.0 0.0 0.0 0.586
C 1.534673 1.773737 4.473117 -0.1 0.0 -0.2 -0.114
H -0.287832 -4.068602 3.731737 0.0 0.0 0.0 0.751
C -0.631843 -7.095824 1.085485 0.0 0.8 -0.5 -0.460
C 3.185346 -0.341900 -2.366580 -0.1 0.5 0.3 -1.054
C -0.852623 -4.135794 0.405837 0.1 -0.3 0.4 -1.139
C -0.882343 -1.391942 -5.661205 0.0 0.0 0.1 -0.604
C 1.079325 6.045665 -4.399012 0.0 0.0 0.1 -0.722
C 1.229300 5.546230 -3.113403 0.0 0.0 -0.1 -0.269
H 3.249417 -3.729865 0.771572 0.0 0.0 0.1 0.453
C -1.091623 4.374079 2.070621 -0.1 -0.1 0.1 -1.582
C -2.023867 3.438120 2.841443 -0.1 0.0 -0.2 1.569
H 3.214514 -1.101256 -3.150585 -0.1 -0.1 0.1 0.644
H -3.926188 4.283553 2.270523 0.0 0.0 -0.1 0.521
H -1.057024 -4.790754 -0.428354 0.0 0.0 0.0 0.436
C 2.656085 4.473677 -0.493627 -0.3 -0.2 0.1 -0.970
H 0.650745 2.947498 6.027049 0.0 0.0 0.0 0.412
N -0.532670 -1.884430 1.170070 -0.5 -1.7 0.2 1.459
C 3.576443 1.264307 6.309094 0.0 0.1 0.0 -0.742
C -0.535854 -8.392579 1.559385 0.1 -0.3 0.9 -0.486
H -4.556189 2.242755 -3.849388 0.0 0.0 0.0 0.418
C 1.488989 2.324548 5.745057 0.0 0.0 0.0 -0.665
N -1.346602 2.117012 2.941672 0.2 0.1 0.3 -0.487
H -2.592659 4.948048 4.268952 0.0 0.0 0.0 0.442
O 1.290748 0.139003 1.977360 0.7 0.7 0.5 -0.148
C -0.624497 -4.646121 1.695337 0.0 1.2 -0.5 1.207
N -1.401478 1.316478 1.760056 0.3 0.3 -0.3 -0.085
H 4.042234 -0.539908 -1.717495 0.0 -0.1 0.0 0.563
N -0.402887 -8.660349 2.862771 -0.2 0.2 -1.3 -0.440
C -4.074827 1.286822 -3.641286 0.1 -0.1 0.0 -1.385
H -0.922645 -1.663746 -7.779949 0.0 0.0 0.0 0.426
C 3.328962 1.042718 -3.001855 0.0 -0.4 0.0 -0.464
C -3.994026 -2.704987 -0.992583 0.0 0.1 0.0 -1.016
H 4.020459 2.860144 -0.412501 0.1 0.0 0.0 0.271
H 4.463966 0.068714 4.758650 0.0 -0.1 0.1 0.508
H -3.274748 -1.131581 0.309875 0.0 0.1 0.0 0.248
H -1.510638 5.379767 2.033405 0.0 0.0 -0.1 0.519
C -2.186707 3.938445 4.272738 0.1 -0.2 -0.1 -1.800
H 1.460001 -3.462227 -0.909174 0.0 0.0 -0.1 0.487
H -3.300796 3.138563 1.087738 0.0 0.0 0.0 0.240
H -0.122437 4.417268 2.570866 0.0 0.0 0.0 0.224
C -2.831994 -2.078672 -6.897347 0.0 0.0 0.0 -0.478
O 1.450876 -7.817229 5.357932 0.1 0.0 0.1 -0.668
H -1.760220 1.583318 3.698303 0.0 -0.1 -0.1 0.354
S 1.363594 3.458987 -1.289537 -0.1 0.1 -0.1 0.667
H 0.735192 1.951621 3.764058 0.0 0.0 0.0 0.371
C -0.419522 -3.701100 2.721083 0.0 -0.3 0.1 -1.306
O -1.100792 0.307561 -0.600002 -0.3 0.6 -0.2 -0.271
C -3.607525 -1.248737 -0.726064 0.4 0.0 -0.5 -0.791
O -0.532477 -9.208026 5.758723 -0.1 -0.2 0.0 -0.644
O -0.621319 -6.803629 6.163792 -0.1 0.3 0.0 -0.664
C -3.182748 1.396070 -2.406241 0.3 -0.5 0.0 -0.797
H -1.217466 3.951430 4.772925 0.0 0.1 0.1 0.305
H -0.954171 -2.386097 -0.799840 0.0 -0.1 -0.1 0.807
H -1.226440 1.950491 0.977170 -0.3 0.1 0.1 0.184
C 2.244173 -2.707408 -0.870845 -0.2 0.2 0.5 -0.958
H 2.886436 3.394296 2.332546 -0.2 -0.1 0.1 0.389
C 2.902010 -2.729041 0.511872 0.0 0.0 -0.2 -0.791
H -3.998474 2.556872 2.617403 0.0 0.0 0.0 0.386
H 0.863969 5.583880 -6.480151 0.0 0.0 0.0 0.395
H -3.499231 1.001089 -4.521888 0.0 0.0 0.0 0.303
C -2.950163 -1.780148 -4.521642 0.2 0.0 0.1 0.270
C -3.560924 -2.113036 -5.718293 -0.1 0.0 -0.1 -1.198
H -3.793301 1.673942 -1.540822 0.1 0.0 0.1 0.370
H -4.860220 0.542244 -3.498555 0.0 0.0 -0.1 0.300
```
Forces are in eV/Å.

## Properties
LUMO level ... -4.57 eV
Charge ... +1
HOMO level ... -8.78 eV
E_tot ... -8599.4966 Ha
Energy relative to the best compared isomer or geometry (same formula, charge and spin) ... 43.54 kcal/mol
Frontier orbital gap ... 4.21 eV

***

[2]
DFT (ωB97M-V with the def2-TZVPD basis set) results for a structure of composition C45H64AsCsN6O8S2Se in a non-equilibrium geometry.

Geometry as XYZ:
```
128
Properties=species:S:1:pos:R:3:forces:R:3:mulliken_charge:R:1
O 18.342673 17.795888 13.494550 1.2 0.5 0.3 -0.710
C 14.799056 12.371937 16.679937 0.6 1.8 0.0 -0.985
H 9.799660 13.275279 19.774000 0.4 1.4 0.6 -0.014
C 8.689317 10.733865 18.943805 -0.4 0.2 0.6 -0.409
C 7.491891 16.961922 16.546012 0.6 -0.9 -0.1 -1.797
H 9.425414 14.034449 21.319177 0.0 0.1 -0.1 0.607
H 17.395993 15.464716 13.404848 0.4 0.0 0.5 0.447
H 15.232791 22.657457 10.515491 0.8 0.2 -0.2 0.455
H 8.659809 15.986681 21.686488 0.0 0.4 0.0 0.307
C 11.963788 14.694969 18.004698 -0.5 1.6 -0.7 -0.218
C 14.279795 22.177160 10.517765 0.2 -0.1 -0.2 -0.288
C 8.665781 15.507926 18.346481 -0.6 0.6 0.2 0.398
O 14.010481 13.893651 14.520422 -0.3 -0.3 -0.5 -0.838
C 5.766403 17.907049 8.599507 -0.3 0.0 -0.7 -0.906
H 17.243255 20.500728 12.325741 -0.3 -0.4 0.6 0.290
C 7.147715 12.692736 19.026898 -0.2 -0.2 -0.8 -1.811
O 12.266209 13.546843 12.459650 0.3 0.0 -0.6 -0.295
H 10.650318 13.631640 12.939110 -0.5 0.1 0.4 0.506
H 16.314663 16.050269 15.398824 -0.3 0.0 -0.1 0.672
H 6.199400 18.924608 8.632514 -0.3 -0.5 -0.2 0.277
H 14.592611 16.547461 15.348440 0.4 -0.5 0.1 0.186
H 8.340155 16.896920 15.832279 -0.4 0.3 0.4 0.175
C 8.409384 12.008169 18.475801 -0.3 -0.2 0.3 0.399
N 15.275942 13.738999 16.369559 0.8 1.1 -0.3 0.367
C 9.801234 10.006696 18.585939 0.0 -0.7 0.6 0.255
H 9.332089 8.382658 19.967741 0.8 0.3 -0.4 0.324
H 11.297121 20.008246 8.119175 -0.2 0.1 0.0 0.256
H 11.597069 13.696518 18.023766 0.0 -0.6 0.2 0.139
H 17.502193 19.960189 14.009806 0.7 -0.1 0.5 0.408
H 12.991568 19.443980 7.950807 -0.2 0.2 -0.1 0.349
C 10.567264 10.492720 17.565435 0.2 1.2 -0.5 -1.062
C 12.670743 20.711637 9.648708 0.7 0.8 -0.2 0.882
H 6.329812 12.028203 19.363804 0.6 -0.3 -0.6 0.482
H 8.610219 19.119674 9.320051 0.1 -0.3 0.3 0.423
H 10.904825 14.525994 20.523502 -0.4 0.1 -0.4 0.413
C 14.852507 14.401008 15.234839 0.0 -0.5 1.5 0.368
H 15.374521 18.582128 10.960317 0.2 -0.4 0.4 0.165
C 8.613076 16.626507 12.305344 -0.3 -0.9 0.0 0.207
N 16.305685 18.612729 12.922793 0.4 2.2 -0.2 0.206
H 11.997331 18.813362 9.210495 -0.4 -0.5 0.1 0.226
H 7.280934 13.300182 19.898769 0.7 0.6 0.5 0.315
H 12.722085 19.939688 14.832505 -0.3 -0.2 -0.4 0.214
H 16.656142 15.915393 11.936890 -0.3 0.0 -0.1 -0.675
O 15.390949 16.022630 13.535482 -0.3 -0.5 0.6 0.180
H 13.177553 18.370325 17.988323 -0.3 0.0 0.0 0.467
H 12.597089 13.810929 11.570934 0.2 -0.1 0.5 0.267
H 6.729717 13.353015 18.267543 -0.1 0.1 0.0 0.344
O 9.766295 13.822032 13.343547 0.1 0.1 -0.1 -0.541
C 7.689410 17.711000 18.890498 -0.3 -0.7 0.8 -1.273
H 9.587255 19.755008 11.538323 0.7 1.7 0.2 0.663
Cs 11.877015 16.381381 13.684906 0.3 0.1 -0.2 0.772
C 15.134929 18.513244 12.035728 0.2 -1.1 0.3 -0.109
H 8.040783 10.327036 19.699779 -0.3 -0.2 0.3 0.338
H 14.650690 17.557629 12.321413 0.1 0.7 -0.8 -0.026
C 7.952651 16.681446 17.981541 0.0 0.5 -0.7 0.693
H 12.074796 11.380521 15.802129 -0.1 -0.1 0.1 0.203
H 14.747131 11.845194 15.755852 0.0 -0.7 -0.6 0.287
Se 16.715144 14.722133 9.825770 0.6 -0.2 -0.5 -0.453
C 13.386853 16.429977 18.899647 0.1 1.2 0.3 -1.020
H 14.607365 22.406624 14.006468 0.2 0.2 -0.9 0.300
H 7.624945 15.228593 11.012976 0.3 0.2 -0.3 0.406
O 12.131468 19.449344 14.230980 0.5 -0.3 0.5 -0.021
C 17.206952 17.623581 13.116158 -1.1 -1.6 0.4 0.751
H 15.516664 11.961251 17.390166 -0.2 -0.3 -0.1 0.393
C 16.265587 14.387673 17.251954 -0.3 -0.3 -0.2 -1.168
C 16.791719 20.003821 13.221199 -1.3 -0.3 -1.0 -0.750
N 10.394853 15.217425 16.100819 0.9 0.2 0.7 0.309
N 11.906656 20.979332 10.707408 -0.4 -0.5 -0.7 -0.290
C 13.901935 21.346965 9.461856 -0.9 -0.2 1.0 -0.645
H 9.952486 14.288809 14.177154 0.1 -0.3 0.0 -0.222
C 8.620882 18.435540 10.175522 -0.1 0.0 0.3 -0.516
C 8.057458 17.165711 10.047111 -0.8 -0.7 -0.5 0.549
H 5.061936 17.739572 7.747162 1.1 0.3 0.1 0.332
H 14.167953 16.717483 19.612322 -0.3 0.1 -0.3 0.400
N 13.767409 14.704886 10.075198 0.3 -0.2 0.2 -0.744
C 7.612150 18.579339 21.234957 -0.2 0.1 -0.3 -1.581
C 9.085691 17.905884 12.481274 0.2 0.7 -0.4 -0.641
H 11.400879 9.914363 17.200212 0.2 -0.1 -0.1 0.389
C 15.340021 15.832605 14.938250 0.2 0.2 -0.2 -1.049
H 11.409678 17.654455 16.489091 -0.7 0.8 -0.9 1.259
S 11.183291 22.342322 12.875249 0.6 -0.4 -0.3 -0.483
C 8.492398 16.234880 20.640646 -0.8 1.4 -0.5 -0.947
H 13.332599 14.395729 19.559906 0.3 -0.2 0.6 0.475
H 15.937683 20.609274 13.594157 0.4 -0.5 -0.5 0.070
C 11.824905 16.923051 17.121024 0.5 -0.5 0.6 -1.058
C 7.823901 17.431227 20.258257 1.4 0.3 -0.2 0.704
N 13.570148 22.458201 11.588000 -1.6 -0.7 -0.2 -0.467
H 8.293535 19.424479 20.973360 -0.7 -0.5 0.1 0.309
H 17.134823 14.693573 16.686574 0.3 0.0 -0.2 0.482
C 11.352259 15.586747 17.054124 0.4 -0.5 0.2 -0.268
H 7.330870 18.715162 18.571402 0.1 -1.0 0.1 0.258
C 14.929733 14.674281 9.970497 -1.0 0.2 0.1 0.199
H 13.810008 12.453321 17.087425 -0.5 -0.2 0.4 0.239
C 9.326888 12.589098 17.579769 0.1 0.3 -1.1 0.902
H 10.716343 12.118256 15.016249 -0.4 0.3 -1.4 0.522
C 12.787861 17.355774 18.022401 0.8 -0.9 0.1 -0.839
H 15.882137 15.276694 17.747548 -0.3 0.0 0.1 0.376
H 9.421860 18.177810 13.473856 0.1 0.3 0.0 0.777
H 8.651397 15.880869 13.104287 -0.1 0.4 -0.2 0.336
As 8.938472 14.386478 16.748362 -0.3 -0.7 0.2 1.016
H 10.470745 7.955510 18.676136 0.1 -0.2 -0.2 0.380
S 7.191619 16.730086 8.437810 1.0 1.3 0.4 0.389
O 14.014179 22.261491 14.728956 -1.7 -0.8 0.6 -0.712
C 9.854745 14.262701 20.334099 -0.3 -1.8 -0.4 -1.747
C 8.084406 16.214840 11.081051 -0.3 1.0 -0.3 -1.090
H 5.081824 17.761304 9.427384 0.5 -0.3 0.7 0.355
O 8.036224 17.347074 7.340911 -0.9 -0.6 0.8 -0.619
H 6.558950 18.921539 21.328555 0.6 -0.1 -0.4 0.309
H 11.054690 8.936695 20.008099 -0.2 0.1 0.0 0.283
C 12.918553 15.143621 18.915894 -0.5 -1.0 -1.1 -0.574
H 14.455487 19.326941 12.215040 -0.3 0.4 0.5 -0.075
H 11.816860 13.090594 15.983009 -0.4 0.1 0.0 -0.113
H 6.774331 16.207886 16.189310 0.1 0.1 0.2 0.355
H 11.663680 20.142899 13.740602 -0.1 0.5 -0.2 -0.100
H 16.610111 13.691641 18.017951 -0.2 0.0 -0.1 0.282
C 12.297027 21.877663 11.605799 0.8 0.8 0.9 -0.040
C 10.345689 11.782178 17.018302 0.4 -1.0 1.1 0.244
H 7.896251 18.260012 22.215365 0.2 -0.2 0.8 0.403
H 13.107143 22.113112 14.304987 1.4 0.7 0.3 0.235
C 12.193954 19.712666 8.648590 0.5 -0.5 0.3 -1.091
C 10.195907 8.753850 19.355315 -1.0 0.0 0.1 -1.550
C 16.689886 16.170959 12.995135 -0.3 1.0 -0.7 -0.028
H 6.992166 17.917444 16.517157 0.1 0.4 -0.2 0.507
C 11.296628 12.139137 15.897823 0.3 0.0 0.9 -1.014
C 9.010864 15.348206 19.702128 -0.1 -0.1 0.1 1.438
H 14.529918 21.083765 8.633719 0.3 0.2 -0.2 0.377
H 13.020506 13.532251 13.079678 -0.1 0.1 -0.4 0.443
C 9.144888 18.825819 11.413166 -1.0 -2.4 -0.2 -0.813
```
Forces are in eV/Å.

## Properties
LUMO level ... 3.32 eV
Charge ... -2
HOMO level ... -3.05 eV
E_tot ... -8137.3992 Ha
Energy relative to the best compared isomer or geometry (same formula, charge and spin) ... 0.00 kcal/mol
Frontier orbital gap ... 6.38 eV

***

- Look up the HOMO level of the first one.
  -8.78 eV

***

- Look up the E_tot of the first one.
  -8599.4966 Ha

***

- Which value of frontier orbital gap does entry 2 give?
  6.38 eV